70
Properties=species:S:1:pos:R:3:lowdin_charge:R:1 method="wB97M-V/def2-TZVPD" multiplicity=2 total_energy_ha=-4957.5053 e_lumo_ev="-9.41 / -11.02" total_charge=+3 homo_ha="-0.5531 / -0.5531" s2=0.775
Pt 0.955 -0.387 1.111 1.03
O -2.720 1.106 4.750 0.20
C -2.071 2.206 4.587 -0.18
C -2.496 3.326 5.373 0.09
C -1.857 4.524 5.243 0.01
C -0.787 4.642 4.341 0.06
C -0.351 3.542 3.561 0.05
C -0.965 2.327 3.659 -0.03
C -0.517 1.171 2.847 -0.42
O 0.498 1.344 2.045 -0.19
N -1.152 0.052 2.970 0.02
N -0.630 -0.973 2.176 -0.28
C -1.293 -2.112 2.236 -0.89
S -0.843 -3.483 1.307 0.97
C -1.824 -4.657 2.292 -0.43
C -3.097 -3.948 2.706 -0.45
S -2.647 -2.286 3.285 1.05
H -2.336 0.399 4.145 0.09
H -3.324 3.173 6.053 0.15
H -2.167 5.379 5.827 0.14
H -0.279 5.591 4.236 0.14
H 0.481 3.667 2.883 0.13
H -1.230 -4.973 3.148 0.10
H -2.029 -5.515 1.654 0.10
H -3.582 -4.459 3.536 0.10
H -3.802 -3.847 1.883 0.09
C -2.247 0.698 -0.083 -0.18
Ge -0.671 -0.122 -0.856 1.00
C -1.036 -1.861 -1.565 -0.39
C -2.356 -2.319 -1.525 -0.12
C -2.679 -3.572 -2.026 -0.05
C -1.683 -4.387 -2.545 -0.04
C -0.365 -3.942 -2.591 -0.05
C -0.045 -2.686 -2.106 -0.18
C 0.384 1.173 -1.836 -0.25
C 0.745 2.311 -1.143 -0.16
C 1.469 3.356 -1.747 -0.07
C 1.826 3.250 -3.062 0.00
C 1.461 2.119 -3.827 -0.15
C 1.812 2.048 -5.199 -0.01
C 1.443 0.978 -5.957 -0.04
C 0.696 -0.066 -5.373 -0.04
C 0.343 -0.027 -4.054 -0.04
C 0.723 1.061 -3.228 -0.16
H -2.893 0.876 -0.947 0.06
H -2.008 1.666 0.358 0.03
H -2.777 0.085 0.643 0.03
H -3.146 -1.694 -1.125 0.10
H -3.706 -3.910 -2.018 0.12
H -1.935 -5.364 -2.935 0.12
H 0.401 -4.570 -3.025 0.12
H 0.975 -2.331 -2.189 0.09
H 0.444 2.439 -0.110 0.07
H 1.716 4.246 -1.182 0.11
H 2.366 4.052 -3.551 0.13
H 2.371 2.867 -5.635 0.13
H 1.703 0.932 -7.005 0.12
H 0.388 -0.905 -5.984 0.12
H -0.257 -0.829 -3.651 0.08
S 2.110 -2.322 0.529 0.76
C 3.296 -1.141 0.206 -0.70
N 4.566 -1.302 -0.208 0.15
C 5.381 -0.240 -0.421 0.04
C 4.905 1.028 -0.232 0.04
C 3.575 1.171 0.166 0.00
N 2.813 0.108 0.381 -0.10
H 4.915 -2.244 -0.363 0.19
H 6.388 -0.464 -0.747 0.16
H 5.538 1.887 -0.393 0.14
H 3.115 2.140 0.308 0.14